Computed, not measured: a cluster of 5 separate species, CH12O4 in total in a non-equilibrium geometry, with ωB97M-V with the def2-TZVPD basis set.

Structure (XYZ):
```
17
Properties=species:S:1:pos:R:3:forces:R:3
O -3.68733 0.34263 1.01208 2.54 -0.01 -2.26
O -1.25152 -1.01224 0.53741 1.09 -2.96 0.87
O 1.34978 -0.16462 0.82473 0.59 1.06 0.84
O -0.15693 0.57579 3.21007 0.20 -0.02 0.91
C 1.91732 0.14488 -3.48977 1.98 -1.00 -0.99
H -0.15245 0.60144 4.18720 0.14 0.05 -0.74
H -0.96412 -1.98675 0.70274 -1.39 2.23 -0.60
H -3.94987 0.92387 0.20754 1.08 -1.69 2.04
H -0.40043 -0.62580 0.79296 0.24 0.79 -0.52
H 2.79517 0.33170 -4.12986 -0.61 -0.34 -0.44
H -2.69694 -0.09945 0.82324 -3.67 1.58 0.23
H 1.05213 -0.20678 -3.98513 -0.88 0.28 -0.94
H -0.98565 0.13749 3.00562 -0.33 -0.06 -0.26
H 1.87433 0.56967 0.43593 -0.61 -0.77 0.24
H 2.20933 -0.70363 -2.90490 0.24 -0.10 1.05
H 1.82669 1.05811 -2.99626 -0.73 1.16 1.34
H 1.22049 0.11369 1.76640 0.10 -0.21 -0.77
```
Forces are in eV/Å.

The HOMO-LUMO gap comes out at 10.74 eV. The highest occupied orbital energy is -10.289 eV. The SMILES is C.O.O.O.O.

=====

Computed, not measured: a cluster of 5 separate species, CH12O4S in total in a non-equilibrium geometry, with ωB97M-V with the def2-TZVPD basis set.

Structure (XYZ):
```
18
Properties=species:S:1:pos:R:3:forces:R:3
S -1.51906 -2.41107 0.37137 0.11 0.14 0.31
O 1.32665 -1.24522 -1.96736 0.30 -0.61 -0.47
O 2.86475 0.79663 -0.80082 -0.09 0.35 0.08
O 0.33447 3.30516 -0.20244 -0.19 -0.15 0.75
O -3.17421 0.43785 1.09447 -0.06 1.15 -0.06
C -0.26537 -1.28723 1.11396 -0.04 -0.62 -0.28
H -0.47806 2.97488 0.20507 -0.17 -0.16 -0.49
H -0.20439 -1.50460 2.17833 -0.35 -0.01 0.05
H -4.02556 0.69640 0.70406 0.46 -0.64 0.30
H 1.66932 -2.11827 -2.20440 -0.40 -0.04 0.15
H -1.28112 -2.15791 -0.92916 0.09 0.17 0.24
H 2.85869 0.60683 0.14513 -0.02 -0.04 -0.20
H 0.69000 -1.59547 0.70118 0.10 0.47 -0.19
H -0.51698 -0.23894 0.95521 0.13 -0.17 -0.09
H 0.76879 3.63636 0.59340 0.40 0.19 -0.27
H -3.14307 -0.49929 1.28011 -0.37 -0.42 -0.31
H 2.04804 -0.69180 -2.28892 -0.07 0.41 0.38
H 2.04709 1.29571 -0.94918 0.16 -0.01 0.12
```
Forces are in eV/Å.

The HOMO-LUMO gap comes out at 9.57 eV. The highest occupied orbital energy is -9.056 eV. The SMILES is CS.O.O.O.O.

=====

Computed, not measured: a cluster of 5 separate species, CH12O4S2 in total in a non-equilibrium geometry, with ωB97M-V with the def2-TZVPD basis set.

Structure (XYZ):
```
19
Properties=species:S:1:pos:R:3:forces:R:3
S -1.28881 0.95379 0.38667 -0.27 -0.13 0.13
S -0.20820 2.64551 -0.23194 -0.11 -0.28 0.64
O 0.73922 -0.38332 -1.70413 0.13 0.18 -0.52
O 0.46387 -2.58680 0.96850 0.81 0.32 0.08
O 2.83589 -1.31513 -0.23986 0.70 -0.71 0.82
O -1.40967 -2.07242 -0.81374 -0.31 -0.32 0.76
C -0.37765 0.34977 1.85069 0.33 1.38 -0.31
H 0.68087 0.27050 1.59248 -0.13 -0.50 -0.08
H 0.65432 0.23990 -2.43647 -0.01 -0.07 0.24
H 0.77766 -3.06380 1.74008 -0.04 -0.04 0.06
H -0.82235 -0.59132 2.14261 0.05 -0.17 -0.06
H 1.25197 -2.09012 0.63693 -0.35 -0.37 0.05
H -0.41746 1.07798 2.65968 -0.32 -0.04 0.09
H 2.31007 -0.80149 -0.84628 -0.75 0.39 -0.72
H 0.91730 2.16181 0.30542 0.31 0.10 -0.28
H 3.28150 -1.98360 -0.77567 -0.14 0.18 0.10
H -0.95521 -2.21349 0.05433 -0.09 -0.04 -0.84
H -2.24952 -2.54199 -0.71034 0.22 0.25 -0.26
H -0.15646 -0.72075 -1.54244 -0.02 -0.13 0.12
```
Forces are in eV/Å.

The HOMO-LUMO gap comes out at 8.59 eV. The highest occupied orbital energy is -8.006 eV. The SMILES is CSS.O.O.O.O.

=====

Computed, not measured: a structure of composition CH12PSi3 in a non-equilibrium geometry, with ωB97M-V with the def2-TZVPD basis set.

Structure (XYZ):
```
17
Properties=species:S:1:pos:R:3:forces:R:3
P 0.03243 -0.05459 -0.03653 -1.54 -0.07 3.68
Si 1.83957 -1.19911 -0.59654 0.28 0.82 -0.07
Si 0.15657 2.08261 -0.74247 -1.24 -0.60 0.45
Si -1.93498 -0.83413 -0.88792 -0.65 -0.06 -0.60
C 0.01851 -0.09774 2.38656 -1.94 0.48 -3.05
H 1.06935 -0.07932 2.47257 1.00 0.14 0.38
H -0.52560 0.87988 2.50719 0.63 -1.36 0.27
H 2.55379 -1.29810 0.68426 -0.14 -0.88 0.04
H 0.36260 2.99364 0.31613 0.24 0.72 0.96
H -2.18431 -2.19189 -0.44234 0.26 -0.45 0.30
H 2.51426 0.02051 -1.10487 0.16 -0.59 -0.77
H -0.47277 -1.05312 2.67824 0.27 1.01 -0.32
H -1.09263 2.25858 -1.43135 -0.62 0.22 -0.31
H -1.61164 -0.95857 -2.38550 -0.39 0.50 0.94
H -3.16212 -0.06208 -0.37475 1.11 -0.09 -0.61
H 1.20717 1.85769 -1.59922 1.79 0.14 -1.50
H 1.22981 -2.26426 -1.44347 0.77 0.06 0.22
```
Forces are in eV/Å.

The HOMO-LUMO gap comes out at 9.70 eV. Its net charge is +1. The highest occupied orbital energy is -14.311 eV.

=====

Computed, not measured: a cluster of 2 separate species, CH13NSi4 in total in a non-equilibrium geometry, with ωB97M-V with the def2-TZVPD basis set.

Structure (XYZ):
```
19
Properties=species:S:1:pos:R:3:forces:R:3
Si 2.37624 -0.61303 2.42487 -0.84 -1.49 3.00
Si -2.33019 0.66141 -1.90082 -0.16 2.08 1.18
Si 0.11701 1.89803 -0.53672 -0.23 -1.16 0.00
Si -1.51694 -0.74370 0.31885 0.37 -0.25 0.52
N -1.04362 0.62087 -0.70035 -1.23 -0.52 -0.13
C -0.25055 -1.98464 -0.37298 1.30 -0.05 1.14
H 1.18412 -0.74434 3.41506 0.59 0.45 -0.89
H 2.09330 0.14438 1.29443 -0.53 0.79 -1.66
H 2.52399 -2.10898 2.17433 0.62 0.89 -0.14
H 1.22549 1.18062 -1.12001 1.26 0.16 0.11
H -2.93121 1.93524 -1.51631 -0.59 0.53 -0.27
H -0.50379 -3.02367 -0.60798 -0.11 0.29 -0.13
H 3.35563 0.20042 3.21785 0.16 -0.65 -0.32
H 0.25523 2.26057 0.89338 0.11 0.07 -0.14
H 0.23007 -1.42099 -1.16212 0.06 -0.41 -0.74
H -0.07246 3.04773 -1.40451 -0.46 0.45 -0.11
H -3.51057 -0.22171 -1.55915 0.88 -0.43 -0.53
H -1.81569 0.98091 -3.23576 -0.05 -0.84 -0.42
H 0.61394 -2.06913 0.37794 -1.16 0.08 -0.48
```
Forces are in eV/Å.

The HOMO-LUMO gap comes out at 7.68 eV. The highest occupied orbital energy is -7.917 eV.

=====

Computed, not measured: a structure of composition CH13O6Pd in a non-equilibrium geometry, with ωB97M-V with the def2-TZVPD basis set.

Structure (XYZ):
```
21
Properties=species:S:1:pos:R:3:forces:R:3
Pd -0.13426 0.05262 0.20964 -0.08 -1.33 -0.77
O -0.00722 -1.26489 2.03614 0.12 -0.46 0.39
O 0.20579 -1.72950 -1.00705 -0.27 -0.03 0.85
O -2.37306 0.05090 0.03811 -0.60 -0.46 0.10
O -0.36446 1.54085 -1.34149 0.34 0.58 -0.65
O -0.47875 1.87219 1.68800 0.11 0.49 0.41
O 1.95418 0.46829 0.71167 0.77 0.66 0.16
C 0.75336 -1.86674 -2.28340 0.39 0.92 0.08
H 0.61919 -2.86804 -2.69998 -0.47 -0.11 0.23
H 1.84028 -1.71967 -2.31413 0.14 0.14 0.18
H -3.13770 0.63482 0.02963 0.09 0.16 -0.02
H 0.01315 1.93588 2.51473 -0.03 -0.09 0.08
H -2.73450 -0.83213 0.17821 0.05 -0.09 -0.14
H 0.42787 -2.11600 1.90414 0.00 -0.02 -0.27
H -1.01557 2.67191 1.66102 -0.09 -0.01 0.00
H 0.31914 -1.13717 -2.97467 -0.13 -0.11 -0.24
H 0.48488 1.78144 -1.73188 -0.03 -0.04 -0.21
H 2.83875 0.08984 0.76608 -0.10 -0.35 -0.17
H -0.80696 2.37880 -1.16919 -0.08 0.01 0.01
H 2.06835 1.40405 0.90960 0.04 0.03 0.02
H -0.47245 -1.34745 2.87482 -0.16 0.15 -0.04
```
Forces are in eV/Å.

The HOMO-LUMO gap (spin up / spin down) comes out at 8.28 / 7.70 eV. Its net charge is +1. The highest occupied orbital energy (spin up / spin down) is -11.774 / -11.424 eV. As for the spin multiplicity: 3.

=====

Computed, not measured: a cluster of 5 separate species, CH14N2O4 in total in a non-equilibrium geometry, with ωB97M-V with the def2-TZVPD basis set.

Structure (XYZ):
```
21
Properties=species:S:1:pos:R:3:forces:R:3
O 0.28564 2.04142 -0.88893 -0.32 -0.32 0.37
O -0.48263 -0.26729 2.72985 -0.54 0.14 -0.45
O 2.33528 0.49656 2.40669 -0.49 0.02 0.53
O -4.07957 1.69375 -3.12836 0.19 0.01 0.22
N -0.33543 -1.36065 0.03806 1.11 -0.37 1.10
N 1.63621 -1.39127 -1.38617 -0.46 0.38 -0.04
C 1.07778 -1.73135 -0.11253 0.22 -0.17 0.58
H -1.27295 0.28302 2.60659 0.36 -0.11 0.37
H -4.81621 1.39714 -2.58524 -0.02 0.01 -0.03
H -0.90211 -1.97392 -0.51765 -0.51 0.45 -0.37
H 2.51824 -0.92133 -1.39057 0.24 -0.08 -0.07
H 1.16108 -2.79825 0.13068 -0.17 0.01 -0.17
H -0.08267 1.31658 -1.40598 0.19 0.06 -0.28
H 1.45933 -2.01451 -2.15130 0.25 -0.13 -0.04
H -0.49540 -0.79896 1.90541 0.08 -0.21 0.14
H 1.65737 -1.22830 0.67364 -0.16 0.08 -0.34
H -3.39645 1.94806 -2.49324 -0.16 -0.01 -0.18
H 0.27537 1.68419 0.01143 0.26 0.31 -0.09
H -0.41305 -0.36745 -0.11488 -0.53 -0.16 -0.68
H 2.13230 1.31629 2.88105 0.30 -0.05 -0.28
H 1.63579 -0.07474 2.77302 0.17 0.13 -0.30
```
Forces are in eV/Å.

The HOMO-LUMO gap comes out at 9.72 eV. The highest occupied orbital energy is -9.443 eV. The SMILES is NCN.O.O.O.O.

=====

Computed, not measured: a cluster of 5 separate species, CH14NO4 in total in a non-equilibrium geometry, with ωB97M-V with the def2-TZVPD basis set.

Structure (XYZ):
```
20
Properties=species:S:1:pos:R:3:forces:R:3
O -1.20673 1.28283 -0.22668 -0.20 -0.19 -0.03
O -0.55939 0.75181 -2.79579 0.03 0.10 0.46
O 0.35230 -2.35260 0.78171 -0.67 0.08 0.10
O -1.99881 -1.04497 1.55602 0.27 -0.01 -0.22
N 1.03866 0.35409 0.93888 0.39 -0.39 -0.93
C 2.22213 0.85280 0.15913 0.27 -0.60 0.46
H 0.17097 0.70045 0.46467 0.00 -0.02 0.64
H -1.23071 1.19971 -1.19990 0.06 -0.09 -0.08
H 1.07291 0.62039 1.91765 -0.07 0.34 0.01
H 2.22470 0.46261 -0.85892 -0.60 0.26 0.04
H -0.58891 -0.09602 -3.24723 -0.09 0.05 -0.20
H 0.30569 -3.31136 0.77545 0.51 -0.23 -0.11
H -1.88066 -0.59336 0.70633 -0.36 0.06 0.12
H -0.77514 1.44094 -3.42770 0.03 -0.06 -0.35
H 1.02916 -0.67842 0.92849 -0.14 -0.11 -0.09
H -2.88895 -1.41564 1.56331 0.04 0.05 -0.04
H 2.21234 1.93744 0.20148 0.27 -0.08 -0.13
H -0.55252 -2.12313 1.07726 0.14 0.16 0.12
H 3.10384 0.39321 0.60063 0.14 0.50 0.23
H -2.05088 1.61923 0.08519 -0.03 0.19 0.00
```
Forces are in eV/Å.

The HOMO-LUMO gap comes out at 12.45 eV. Its net charge is +1. The highest occupied orbital energy is -15.351 eV.

=====

Energy values (in eV) by entry order: -9421.196, -20256.684, -31092.429, -34143.226, -34245.596, -17004.287, -12434.157, -10939.052.
Energy relative to the best compared isomer or geometry (same formula, charge and spin) values (in kcal per mole) by entry order: 26.10, 14.56, 9.52, 25.65, 67.79, 1.51, 20.62, 7.00.